Formula: C6H5NO2
Source: the Open Molecules 2025 dataset
Level of theory: ωB97M-V/def2-TZVPD

Calculated values
**Structure (SMILES)**: C1=Cc2nocc2CO1
**Molar mass**: 123.11 g/mol
**E_LUMO**: 0.68 eV
**HOMO energy**: -9.0 eV

Cartesian coordinates (Å):
C 1.72130 0.94718 -0.21924
C 0.58675 1.63353 0.09973
C -0.67296 0.79965 -0.14310
N -1.83643 1.32887 0.04507
O -2.74662 0.14336 -0.15008
C -1.93934 -0.83678 -0.25604
C -0.61059 -0.61963 -0.23839
C 0.77572 -1.33380 0.19643
O 1.85910 -0.41882 -0.28614
H 2.72709 1.22060 -0.36545
H 0.70565 2.67940 0.14497
H -2.32867 -1.72454 0.11281
H 0.93484 -2.24997 -0.40934
H 0.82415 -1.56904 1.46878

Forces on the atoms, in the same order (eV/Å):
C -1.55 -1.51 1.32
C 0.67 -2.99 -2.03
C 2.53 2.44 2.23
N -1.35 -0.75 -1.38
O 0.69 3.40 0.34
C 1.39 -3.25 1.06
C 1.61 0.67 0.78
C -1.28 1.21 0.35
O -1.67 -1.23 0.75
H 0.81 1.59 -0.05
H -0.63 1.02 0.11
H -1.19 -2.05 -0.43
H -0.04 0.50 0.84
H 0.00 0.96 -3.88